Entry 1:
DFT (ωB97M-V/def2-TZVPD) results for a cluster of 10 separate species, C4H30N2O9S in total at a distorted geometry.

Each atom is followed by the atoms it is bonded to, with distances in Å.
CARTESIAN COORDINATES (ANGSTROEM)
1 O -3.214 -0.310 -0.366  H23 0.979, H34 0.951
2 O 3.106 -1.554 -1.865  H37 0.964, H45 0.981
3 H -2.929 1.472 3.386  C31 1.089
4 N -0.436 -1.052 -0.364  C16 1.461, H21 0.997, H32 1.009
5 H 2.374 -4.093 1.416  O19 0.962
6 S -0.371 3.780 2.049  H10 1.346, C13 1.807
7 H 3.394 -2.391 0.697  O41 0.976
8 H 0.630 1.855 3.095  C13 1.096
9 H 1.507 -2.673 -2.722  O40 0.962
10 H 0.193 3.295 0.928  S6 1.346
11 H 0.832 -3.873 -0.544  O26 0.983
12 H 1.942 3.130 -2.518  O39 0.963
13 C -0.396 2.183 2.892  S6 1.807, H8 1.096, C42 1.520, H43 1.094
14 H 0.833 0.614 -0.298  C16 1.094
15 H 1.556 -2.828 1.492  O19 0.962
16 C 0.187 0.043 0.376  N4 1.461, H14 1.094, H22 1.091, N24 1.460
17 H -0.127 2.097 -3.205  O20 0.972
18 H -3.156 0.252 2.077  C31 1.088
19 O 2.231 -3.320 1.970  H5 0.962, H15 0.962
20 O -0.675 1.350 -3.499  H17 0.972, H27 0.958
21 H -1.127 -0.536 -0.865  N4 0.997
22 H 0.891 -0.268 1.150  C16 1.091
23 H -3.237 -0.310 -1.344  O1 0.979
24 N -0.831 1.005 0.787  C16 1.460, H35 1.021, C42 1.486
25 H -0.373 -4.548 0.007  O26 0.964
26 O 0.479 -4.211 0.309  H11 0.983, H25 0.964
27 H -0.188 0.541 -3.338  O20 0.958
28 H -3.078 1.947 1.743  C31 1.096
29 H -2.293 0.807 -3.337  O46 0.987
30 H 0.987 3.075 -1.298  O39 0.962
31 C -2.647 1.165 2.379  H3 1.089, H18 1.088, H28 1.096, C42 1.535
32 H -0.877 -1.841 0.086  N4 1.009
33 H -0.902 0.028 2.642  C42 1.091
34 H -3.696 0.439 -0.029  O1 0.951
35 H -1.655 0.876 0.199  N24 1.021
36 H -3.507 1.194 -2.521  O46 0.965
37 H 2.426 -1.307 -1.227  O2 0.964
38 H 4.257 -1.256 1.152  O41 0.964
39 O 1.259 2.603 -2.090  H12 0.963, H30 0.962
40 O 0.856 -3.073 -2.136  H9 0.962, H44 0.967
41 O 4.295 -2.033 0.583  H7 0.976, H38 0.964
42 C -1.125 1.019 2.243  C13 1.520, N24 1.486, C31 1.535, H33 1.091
43 H -0.714 2.306 3.931  C13 1.094
44 H 0.209 -2.380 -1.946  O40 0.967
45 H 3.879 -1.601 -1.263  O2 0.981
46 O -3.091 0.415 -2.907  H29 0.987, H36 0.965

LUMO	-0.0020	hartree
SMILES	C[C@H](CS)NCN.O.O.O.O.O.O.O.O.O
2S+1	1
electronic energy	-36877.5126	eV
ΔE to the lowest compared entry with this formula, charge and spin	6.18	kcal/mol
strongest force on any atom	2.972	eV/A


Entry 2:
DFT (ωB97M-V/def2-TZVPD) results for the molecule C4H9NS at a distorted geometry.

Each atom is followed by the atoms it is bonded to, with distances in Å.
CARTESIAN COORDINATES (ANGSTROEM)
1 C -0.253 -0.507 0.439  S2 1.809, H5 1.099, C6 1.573, C14 1.543
2 S -1.889 0.031 -0.116  C1 1.809, H15 1.323
3 H 2.668 -0.241 -0.591  C8 1.107
4 H 1.615 2.171 -0.412  N7 1.024
5 H -0.334 -1.077 1.376  C1 1.099
6 C 0.920 0.534 0.563  C1 1.573, N7 1.454, C8 1.506, H12 1.102
7 N 0.775 1.585 -0.432  H4 1.024, C6 1.454, H10 1.013
8 C 1.853 -0.550 0.091  H3 1.107, C6 1.506, H13 1.105, C14 1.574
9 H 0.448 -0.916 -1.557  C14 1.104
10 H -0.026 2.173 -0.232  N7 1.013
11 H 0.611 -2.408 -0.578  C14 1.099
12 H 1.122 0.900 1.582  C6 1.102
13 H 2.276 -1.175 0.899  C8 1.105
14 C 0.627 -1.310 -0.541  C1 1.543, C8 1.574, H9 1.104, H11 1.099
15 H -2.467 -0.015 1.073  S2 1.323

LUMO	0.0333	hartree
SMILES	N[C@@H]1CC[C@@H]1S
2S+1	1
electronic energy	-16618.5075	eV
ΔE to the lowest compared entry with this formula, charge and spin	21.84	kcal/mol
strongest force on any atom	1.759	eV/A